1.
Entry from the Open Molecules 2025 dataset: one molecule with the formula C3H5Cl2F at a distorted geometry (ωB97M-V/def2-TZVPD).

Structure (XYZ):
```
11
Properties=species:S:1:pos:R:3:nbo_charge:R:1
Cl 2.054 -0.700 -1.069 0.001
Cl -1.890 -1.215 -0.727 -0.070
F -0.605 0.934 -1.594 -0.335
C -1.049 0.358 -0.476 0.184
C 0.050 0.538 0.494 -0.490
C 0.912 -0.704 0.239 -0.480
H -1.999 0.857 -0.277 0.184
H -0.084 0.941 1.712 0.268
H 1.433 -0.801 1.298 0.220
H 0.716 1.514 -0.007 0.269
H 0.461 -1.723 0.407 0.250
```

Summary:
E: -1137.46909 a.u.
Frontier orbital gap: 11.0 eV
Energy relative to the best compared isomer or geometry (same formula, charge and spin): 2.380 eV
Highest occupied orbital energy: -10.35 eV
Net charge: 0

---

2.
Entry from the Open Molecules 2025 dataset: HfIY as an isolated structure at a distorted geometry (ωB97M-V/def2-TZVPD).

Structure (XYZ):
```
3
Properties=species:S:1:pos:R:3:nbo_charge:R:1
Hf 16.707 -13.194 2.560 3.159
I 18.871 -14.090 0.746 -0.064
Y 20.711 -15.540 -1.125 2.906
```

Summary:
E: -379.88498 a.u.
Frontier orbital gap: 6.4 eV
Energy relative to the best compared isomer or geometry (same formula, charge and spin): 0.000 eV
Highest occupied orbital energy: -37.67 eV
Net charge: +6